Below is C3H5NO in the gas phase, with properties calculated with the ωB97M-V functional and the def2-TZVPD basis.

Last columns: bonded neighbours and bond lengths (Å).
Cartesian coordinates (Å):
1 O -1.307 0.036 1.498  C2 1.245
2 C -0.143 0.293 1.140  O1 1.245, N3 1.301, H6 1.240
3 N 0.267 0.032 -0.066  C2 1.301, C4 1.475, C5 1.377
4 C 1.259 0.192 -1.147  N3 1.475, C5 1.602, H7 1.083, H8 1.132
5 C -0.192 -0.479 -1.260  N3 1.377, C4 1.602, H9 1.089, H10 1.164
6 H 0.758 0.415 1.985  C2 1.240
7 H 1.406 1.158 -1.613  C4 1.083
8 H 2.141 -0.515 -1.103  C4 1.132
9 H -0.170 -1.565 -1.339  C5 1.089
10 H -1.094 -0.044 -1.852  C5 1.164

The value obtained for the HOMO-LUMO gap is 10.566 eV. Its structure (SMILES) is O=CN1CC1. The total charge is 0.

Below is a 2-piece molecular cluster, CH2IP overall, with properties calculated with the ωB97M-V functional and the def2-TZVPD basis.

Last columns: bonded neighbours and bond lengths (Å).
Cartesian coordinates (Å):
1 C -1.166 0.263 -0.331  P2 1.561, H3 1.082
2 P -1.803 -0.914 0.471  C1 1.561
3 H -0.551 0.919 -0.933  C1 1.082
4 I 2.359 0.231 0.093  H5 1.528
5 H 1.161 -0.499 0.700  I4 1.528

The value obtained for the HOMO-LUMO gap is 10.085 eV. Its structure (SMILES) is C#P.I. The total charge is 0.

Below is C2H5N3O2S in the gas phase, with properties calculated with the ωB97M-V functional and the def2-TZVPD basis.

Last columns: bonded neighbours and bond lengths (Å).
Cartesian coordinates (Å):
1 N 0.320 1.906 -0.061  N2 1.416, H9 1.025, H10 1.002
2 N 1.315 0.947 -0.370  N1 1.416, C3 1.356, H11 1.031
3 C 1.455 -0.292 0.163  N2 1.356, S4 1.655, O5 1.386
4 S 2.552 -1.422 -0.346  C3 1.655
5 O 0.514 -0.555 1.146  C3 1.386, C6 1.350
6 C -0.688 -1.006 0.728  O5 1.350, N7 1.298, H12 1.094
7 N -1.201 -0.558 -0.377  C6 1.298, O8 1.381
8 O -2.440 -1.150 -0.527  N7 1.381, H13 0.949
9 H 0.397 2.155 0.930  N1 1.025
10 H -0.550 1.436 -0.221  N1 1.002
11 H 2.037 1.237 -1.045  N2 1.031
12 H -1.111 -1.738 1.423  C6 1.094
13 H -2.600 -0.961 -1.443  O8 0.949

The value obtained for the HOMO-LUMO gap is 9.581 eV. Its structure (SMILES) is NNC(=S)O/C=N/O. The total charge is 0.

HOMO level across the listed records, respectively: -0.357 -0.364 -0.325 Ha.